No. 1
Molecular formula: C6H7BS
Method: DFT, ωB97M-V/def2-TZVPD

Geometry (Å):
1 B 3.0700 -0.2857 1.0943
2 C -2.2227 0.0058 -0.1499
3 C -1.5672 1.1736 0.1016
4 C -1.6055 -1.0249 -0.8025
5 C -0.1606 1.3499 -0.2132
6 C -0.2581 -0.9889 -1.0690
7 C 0.3619 0.1459 -0.6398
8 S 2.7592 0.1875 -0.5646
9 H 4.2136 -0.5754 1.3700
10 H 2.1506 -0.3994 1.7958
11 H -3.2039 0.0112 0.2110
12 H -2.0618 1.8932 0.8607
13 H -2.0907 -1.9694 -0.9513
14 H 0.3813 2.3168 0.1759
15 H 0.2338 -1.8403 -1.2189

Forces on atoms 1 to 3 (eV/Å):
0.465 -0.324 -0.597
0.147 0.870 -0.412
1.603 2.295 1.838

Summary:
- M: 122.00 g/mol
- Energy relative to the best compared isomer or geometry (same formula, charge and spin): 23.87 kcal per mole
- Gap between HOMO and LUMO: 9.263 eV
- Total energy: -655.7685 Eh



No. 2
Molecular formula: C6H7Br
Method: DFT, ωB97M-V/def2-TZVPD

Geometry (Å):
1 C 0.7125 -0.2482 -0.0597
2 C -0.2230 0.6291 0.0741
3 C 1.0176 -1.6176 0.2794
4 C 1.9372 -0.7886 -0.6481
5 C -1.1252 1.8242 -0.1471
6 C -1.6420 0.7271 0.6685
7 Br -2.9149 -0.4365 -0.1281
8 H 1.3181 -1.8430 1.3331
9 H 0.2093 -2.2290 -0.1944
10 H 1.9241 -0.9671 -1.7249
11 H 2.8016 -0.3825 -0.2873
12 H -0.7294 2.6414 0.3738
13 H -1.5691 1.9178 -1.2055
14 H -1.7168 0.7729 1.6661

Forces on atoms 1 to 3 (eV/Å):
0.218 0.660 0.011
-3.165 1.001 0.310
-0.632 -0.666 0.465

Summary:
- M: 159.03 g/mol
- Structure (SMILES): Br[C@@H]1CC1=C1CC1
- Energy relative to the best compared isomer or geometry (same formula, charge and spin): 58.14 kcal per mole
- Gap between HOMO and LUMO: 9.919 eV
- Total energy: -2806.6909 Eh



No. 3
Molecular formula: C6H7Br2N3O3
Method: DFT, ωB97M-V/def2-TZVPD

Geometry (Å):
1 C 2.5572 1.8384 1.2928
2 C 1.5076 -0.0110 -0.0809
3 C 0.0351 1.5130 1.0440
4 C -2.3403 -2.1856 -1.2988
5 C -0.9868 -1.5205 -1.0024
6 C -1.0033 -0.2066 -0.1446
7 N 2.5538 0.5931 0.6334
8 N 1.2531 2.1015 1.5636
9 N 0.2042 0.3502 0.3360
10 O 3.5607 2.4497 1.5902
11 O 1.6615 -0.8149 -0.9740
12 O -0.9931 2.1191 1.2159
13 Br -2.2210 -0.2708 1.3956
14 Br -1.9560 1.1443 -1.3656
15 H -1.7802 -2.8292 -1.9702
16 H -3.0016 -1.4174 -1.8328
17 H -2.7059 -2.5908 -0.3844
18 H -0.4000 -1.2776 -1.8935
19 H -0.4898 -2.2978 -0.4361
20 H 3.4252 0.2509 0.2691
21 H 1.1196 3.0621 2.0427

Forces on atoms 1 to 3 (eV/Å):
0.213 -1.566 -0.350
-0.301 -0.508 -0.482
1.168 2.919 1.177

Summary:
- M: 328.95 g/mol
- Energy relative to the best compared isomer or geometry (same formula, charge and spin): 0.00 kcal per mole
- Gap between HOMO and LUMO: 10.139 eV
- Total energy: -5770.8861 Eh



No. 4
Molecular formula: C6H7BrF3N5O7PS
Method: DFT, ωB97M-V/def2-TZVPD

Geometry (Å):
1 O -5.4875 -0.2869 0.7194
2 C -4.6084 -1.0669 0.7388
3 F -4.3082 -1.8577 1.7451
4 N -3.6677 -1.2877 -0.3365
5 C -4.1104 -0.7521 -1.6097
6 O -3.8142 0.2994 -2.0423
7 F -4.8740 -1.6350 -2.1996
8 N -2.4141 -0.8217 -0.0162
9 N -2.1541 0.4731 0.3986
10 C -0.8364 0.5049 0.6260
11 N -0.1764 1.5656 1.0502
12 F -0.9059 2.6799 1.2713
13 N -0.2623 -0.6840 0.3802
14 C -1.2390 -1.4818 -0.0101
15 P -0.8276 -3.2724 -0.3808
16 O -2.3431 -3.7530 -0.6835
17 Br -0.0343 -2.9366 -2.4315
18 H -2.8533 1.2007 0.4805
19 H 0.8211 1.5911 1.2550
20 H -2.3708 -4.5762 -1.1941
21 C 4.7890 1.8464 -0.7181
22 C 3.9159 0.6256 -0.5071
23 O 3.9120 0.4458 0.9190
24 S 4.0108 1.8641 1.6506
25 O 2.7064 2.2861 2.0513
26 O 5.0599 1.8225 2.5925
27 O 4.4333 2.7133 0.3734
28 H 5.8501 1.6070 -0.6447
29 H 4.5883 2.3565 -1.6555
30 H 4.3094 -0.2710 -0.9765
31 H 2.8918 0.8007 -0.8460

Forces on atoms 1 to 3 (eV/Å):
0.004 -0.221 -0.141
-0.086 -0.314 0.073
0.108 0.150 -0.019

Summary:
- M: 461.09 g/mol
- Energy relative to the best compared isomer or geometry (same formula, charge and spin): 0.00 kcal per mole
- Gap between HOMO and LUMO: 9.234 eV
- Total charge: +1
- Total energy: -4646.1178 Eh



No. 5
Molecular formula: C6H7Cl
Method: DFT, ωB97M-V/def2-TZVPD

Geometry (Å):
1 C 0.4301 0.6893 0.0223
2 C 0.1756 0.8619 1.3264
3 C 0.1531 -0.5473 -0.5209
4 C -1.2244 -1.2648 1.2896
5 C -0.6606 -0.1509 2.0506
6 C 0.1638 -0.8314 -1.9241
7 Cl -0.7792 -2.8242 1.7832
8 H 0.9370 1.5399 -0.3818
9 H 0.4423 1.7927 1.7511
10 H -0.2210 -0.6557 3.0120
11 H -1.7046 0.4467 2.3924
12 H -0.5694 -1.5898 -2.2181
13 H 1.1614 -1.2022 -2.2196
14 H -0.2212 -0.0702 -2.5306

Forces on atoms 1 to 3 (eV/Å):
0.455 -0.438 0.418
-1.254 -0.986 1.187
-1.564 -0.562 2.124

Summary:
- M: 114.57 g/mol
- Energy relative to the best compared isomer or geometry (same formula, charge and spin): 145.80 kcal per mole
- Gap between HOMO and LUMO (spin up / spin down): 7.430 / 6.501 eV
- Total energy: -692.7519 Eh



No. 6
Molecular formula: C6H7Cl2N3O4
Method: DFT, ωB97M-V/def2-TZVPD

Geometry (Å):
1 C -1.1753 -1.0063 -2.1626
2 C 1.2908 -0.8272 -2.0045
3 C -1.2148 -0.1913 -0.9344
4 C -0.0358 -0.5263 0.0875
5 C -0.1422 0.5297 1.1687
6 C -1.1157 1.3278 -1.3480
7 N 0.1488 1.7008 -2.0055
8 N 0.0921 -1.1393 -2.6656
9 N 1.2041 -0.3678 -0.7370
10 O -2.0969 -1.5013 -2.7341
11 O 2.3466 -0.8938 -2.5943
12 O 0.6298 2.7165 -1.5698
13 O 0.0144 -1.9079 0.3644
14 Cl -2.7520 -0.4463 -0.0720
15 Cl -2.2268 1.6410 -2.6721
16 H 0.3096 0.0214 2.1174
17 H -1.1445 0.6691 1.3678
18 H 0.4220 1.4549 1.0386
19 H -1.2937 2.0077 -0.3653
20 H 0.3174 -1.4511 -3.5845
21 H 1.9476 -0.5764 -0.0892
22 H -0.4405 -1.9698 1.2451

Forces on atoms 1 to 3 (eV/Å):
0.934 -1.435 -1.354
0.639 0.078 -1.037
0.309 1.112 1.489

Summary:
- M: 256.05 g/mol
- Structure (SMILES): C[C@]1(O)NC(=O)NC(=O)[C@]1(Cl)[C@H](Cl)N=O
- Energy relative to the best compared isomer or geometry (same formula, charge and spin): 5.85 kcal per mole
- Gap between HOMO and LUMO: 9.196 eV
- Total energy: -1618.3826 Eh



No. 7
Molecular formula: C6H7ClN2
Method: DFT, ωB97M-V/def2-TZVPD

Geometry (Å):
1 C -0.1176 0.1103 2.7006
2 C 0.3970 0.5238 1.4800
3 C -1.4119 -0.6511 1.1029
4 C 1.2725 0.1978 -1.5221
5 C 0.0391 -0.6046 -2.0258
6 C -0.0913 0.3832 -0.8816
7 N -1.2324 -0.5536 2.4276
8 N -0.4020 0.0355 0.5056
9 Cl -0.8479 1.8923 -1.4241
10 H 0.2626 0.0811 3.7822
11 H 1.1569 1.1363 1.1692
12 H -2.1540 -1.0871 0.4244
13 H 1.8827 -0.3788 -0.9448
14 H 1.6213 1.0157 -2.0584
15 H -0.3921 -0.4714 -3.0092
16 H 0.0171 -1.6293 -1.7264

Forces on atoms 1 to 3 (eV/Å):
1.414 0.381 0.222
-0.419 -0.586 1.701
0.461 0.780 0.538

Summary:
- M: 142.59 g/mol
- Structure (SMILES): ClC1(n2ccnc2)CC1
- Energy relative to the best compared isomer or geometry (same formula, charge and spin): 19.82 kcal per mole
- Gap between HOMO and LUMO: 9.641 eV
- Total energy: -802.4704 Eh



No. 8
Molecular formula: C6H7ClN2S
Method: DFT, ωB97M-V/def2-TZVPD

Geometry (Å):
1 C 0.1330 -0.1724 0.1242
2 C 2.0562 -0.5404 -0.7390
3 C -2.4542 0.1695 1.5569
4 C -2.2595 1.5115 0.8721
5 C -1.9473 0.1987 0.1838
6 C 3.1335 -0.6012 -1.7319
7 N 0.7988 -0.2176 -0.9665
8 N 0.5959 -0.6783 1.2257
9 S 2.1667 -1.0050 0.9377
10 Cl -2.5110 -0.5181 -1.2732
11 H -1.8905 0.0132 2.4233
12 H -3.4158 -0.3164 1.6116
13 H -2.9996 2.2048 0.5727
14 H -1.3013 1.8292 1.0749
15 H 3.4554 -1.5945 -1.7797
16 H 2.6029 -0.3220 -2.6996
17 H 3.8369 0.0391 -1.3930

Forces on atoms 1 to 3 (eV/Å):
-6.294 -0.491 2.654
-1.483 -0.777 1.661
-1.471 -0.075 -0.941

Summary:
- M: 174.66 g/mol
- Energy relative to the best compared isomer or geometry (same formula, charge and spin): 30.99 kcal per mole
- Gap between HOMO and LUMO: 9.830 eV
- Total energy: -1200.5833 Eh